No. 1
{
  "formula": "C47H76F24N2O17",
  "method": "ωB97M-V/def2-TZVPD",
  "species": ["C", "C", "N", "C", "C", "C", "C", "H", "H", "H", "H", "H", "H", "H", "H", "H", "H", "H", "H", "H", "H", "H", "C", "C", "N", "C", "C", "C", "C", "H", "H", "H", "H", "H", "H", "H", "H", "H", "H", "H", "H", "H", "H", "H", "C", "C", "O", "C", "O", "C", "F", "F", "F", "H", "H", "H", "H", "H", "C", "C", "O", "C", "O", "C", "F", "F", "F", "H", "H", "H", "H", "H", "C", "C", "O", "C", "O", "C", "F", "F", "F", "H", "H", "H", "H", "H", "C", "C", "O", "C", "O", "C", "F", "F", "F", "H", "H", "H", "H", "H", "C", "C", "O", "C", "O", "C", "F", "F", "F", "H", "H", "H", "H", "H", "C", "C", "O", "C", "O", "C", "F", "F", "F", "H", "H", "H", "H", "H", "C", "C", "O", "C", "O", "C", "F", "F", "F", "H", "H", "H", "H", "H", "C", "C", "O", "C", "O", "C", "F", "F", "F", "H", "H", "H", "H", "H", "C", "C", "O", "C", "H", "H", "H", "H", "H", "H"],
  "positions_angstrom": [[0.9911, 5.4854, -2.4388], [0.8087, 4.2923, -1.5143], [1.4062, 4.4338, -0.1933], [2.8583, 4.3963, -0.2303], [3.5235, 4.1217, 1.1059], [0.8648, 5.5366, 0.5905], [-0.5877, 5.3131, 0.9521], [2.0395, 5.7812, -2.5127], [0.4241, 6.3609, -2.1213], [0.6859, 5.2401, -3.4588], [-0.2471, 4.0586, -1.3551], [1.2410, 3.4076, -1.9857], [3.1763, 3.6841, -0.9925], [3.2634, 5.3703, -0.5725], [3.3650, 4.9194, 1.8314], [3.2249, 3.1795, 1.5717], [4.6038, 4.0317, 0.9681], [1.0526, 6.5051, 0.1057], [1.4165, 5.5172, 1.5305], [-0.9068, 5.9904, 1.7412], [-0.8320, 4.2683, 1.1577], [-1.2597, 5.5209, 0.1057], [-4.9798, 3.9031, 5.6108], [-4.0353, 2.8991, 4.9362], [-4.6336, 2.1817, 3.8255], [-3.6577, 1.3055, 3.1668], [-2.5571, 2.0802, 2.4410], [-5.8071, 1.4304, 4.2231], [-6.5948, 0.8269, 3.0582], [-5.5504, 4.4535, 4.8596], [-4.4183, 4.6359, 6.1892], [-5.6624, 3.3882, 6.2848], [-3.1716, 3.4540, 4.5696], [-3.6815, 2.2098, 5.7277], [-3.2011, 0.6285, 3.9038], [-4.2261, 0.7982, 2.3886], [-3.0214, 2.8178, 1.7872], [-1.8505, 2.5600, 3.1163], [-1.9996, 1.3430, 1.8597], [-6.4735, 2.1205, 4.7417], [-5.5546, 0.6459, 4.9618], [-6.5583, 1.5114, 2.2047], [-7.6381, 0.7080, 3.3358], [-6.1436, -0.1066, 2.7200], [2.8913, -5.3639, 1.2890], [4.2304, -4.8486, 1.7996], [4.0541, -3.6591, 2.5792], [4.0454, -3.7507, 3.8938], [4.0802, -4.7509, 4.5466], [3.8596, -2.3631, 4.5425], [2.6006, -2.2104, 4.9667], [4.6633, -2.2670, 5.6166], [4.1668, -1.3457, 3.7315], [2.3933, -4.6438, 0.6453], [2.2751, -5.5895, 2.1620], [3.0654, -6.2822, 0.7294], [4.8534, -4.5593, 0.9562], [4.7341, -5.6213, 2.3764], [4.0888, 1.0786, -3.3424], [5.3238, 0.3687, -2.8623], [5.0081, -0.5689, -1.8157], [4.8457, -0.0905, -0.5979], [4.9620, 1.0465, -0.2525], [4.4955, -1.2081, 0.4055], [5.5373, -1.4456, 1.2084], [3.4604, -0.8240, 1.1457], [4.1823, -2.3451, -0.2238], [3.3155, 0.3724, -3.6458], [4.3127, 1.7214, -4.1939], [3.7042, 1.7176, -2.5478], [6.0648, 1.0675, -2.4670], [5.8256, -0.1968, -3.6432], [1.0129, 1.2306, 2.1286], [1.1138, 1.3658, 0.6270], [1.0339, 0.0276, 0.0963], [0.7539, -0.1451, -1.1641], [0.4787, 0.7002, -1.9758], [0.7755, -1.6268, -1.5654], [1.2833, -2.4128, -0.6098], [-0.4759, -2.0221, -1.8231], [1.5112, -1.7769, -2.6683], [0.0080, 0.9467, 2.4521], [1.2307, 2.1640, 2.6464], [1.6686, 0.4496, 2.5157], [2.0891, 1.7922, 0.4013], [0.3172, 1.9882, 0.2321], [-4.0637, -3.1755, 0.6895], [-3.1628, -2.1256, 1.2725], [-2.0094, -2.8078, 1.7580], [-1.1440, -2.1287, 2.4889], [-1.2517, -1.0043, 2.8696], [-0.0004, -3.0553, 2.9671], [-0.1312, -4.2974, 2.4883], [1.1956, -2.5942, 2.6203], [-0.0604, -3.1263, 4.3030], [-3.7443, -3.5491, -0.2836], [-5.0965, -2.8624, 0.5299], [-4.1173, -4.0069, 1.3959], [-3.6849, -1.5706, 2.0548], [-2.8757, -1.3581, 0.5468], [0.2799, 4.5423, 4.0798], [1.0449, 4.2787, 5.3564], [1.4557, 2.9006, 5.3324], [0.8240, 2.0395, 6.1075], [-0.0831, 2.2632, 6.8461], [1.3535, 0.5987, 5.9292], [1.7302, 0.1162, 7.1193], [0.3740, -0.1742, 5.4567], [2.3907, 0.5285, 5.0971], [0.0932, 5.6091, 3.9416], [-0.6838, 4.0352, 4.0361], [0.8739, 4.2159, 3.2255], [0.3998, 4.4262, 6.2189], [1.9163, 4.9242, 5.3853], [2.6902, -2.5790, -5.5577], [4.0656, -2.8277, -6.1271], [4.9929, -2.9989, -5.0387], [6.2008, -3.4083, -5.3526], [6.5611, -3.8333, -6.4084], [7.1337, -3.3597, -4.1137], [6.6429, -2.5932, -3.1375], [7.3116, -4.6016, -3.6375], [8.3335, -2.8752, -4.4657], [2.5725, -1.5416, -5.2517], [2.5437, -3.2135, -4.6813], [1.9199, -2.8747, -6.2661], [4.4380, -2.0137, -6.7537], [4.0739, -3.7111, -6.7693], [-3.2664, 3.0777, -1.1905], [-2.5486, 1.9095, -1.8262], [-3.4027, 0.7505, -1.9276], [-4.4593, 0.8403, -2.6929], [-4.7595, 1.7236, -3.4385], [-5.3880, -0.3954, -2.5406], [-5.0802, -1.1636, -1.4962], [-6.6499, 0.0103, -2.4219], [-5.2756, -1.1506, -3.6459], [-4.1510, 3.3971, -1.7309], [-2.5598, 3.9052, -1.0946], [-3.5436, 2.8348, -0.1617], [-1.7289, 1.6339, -1.1732], [-2.1887, 2.1594, -2.8225], [-5.6919, -0.1766, -6.6081], [-4.2642, -0.2784, -7.0674], [-3.4382, -0.6836, -5.9625], [-2.6899, -1.7554, -6.1101], [-2.5890, -2.4578, -7.0713], [-1.8243, -2.0157, -4.8579], [-1.9497, -3.2917, -4.4754], [-0.5439, -1.7836, -5.1644], [-2.1563, -1.2405, -3.8231], [-6.0875, -1.1315, -6.2564], [-6.3494, 0.1545, -7.4113], [-5.7735, 0.5157, -5.7691], [-3.9326, 0.6778, -7.4711], [-4.1314, -1.0140, -7.8603], [-0.9890, -5.3521, -0.6843], [0.1027, -6.2219, -1.2544], [1.1821, -5.7898, -1.5665], [-0.2156, -7.6910, -1.3971], [-1.2770, -5.7743, 0.2845], [-1.8417, -5.2250, -1.3457], [-0.5781, -4.3725, -0.4379], [0.4898, -8.1237, -2.1059], [-1.2252, -7.8750, -1.7593], [-0.0636, -8.1666, -0.4263]],
  "gap_ha": 0.3327,
  "homo_energy_ev": -8.6
}

---

No. 2
{
  "formula": "C7H7NO2S2",
  "method": "ωB97M-V/def2-TZVPD",
  "species": ["C", "C", "C", "C", "C", "C", "C", "N", "O", "O", "S", "S", "H", "H", "H", "H", "H", "H", "H"],
  "positions_angstrom": [[0.0481, -0.5943, 1.2240], [0.6543, -0.0008, -1.0189], [1.4446, -0.8409, 1.4703], [1.9937, -0.2902, -0.7570], [-0.3574, -0.0982, -0.0069], [2.3522, -0.6374, 0.5045], [-1.6880, 0.4380, -0.0644], [4.6406, 0.5341, 0.6330], [5.7904, 1.9273, -0.9677], [4.5418, -1.8391, -0.3045], [5.4148, 0.5884, -0.7517], [4.1103, -1.0451, 0.8700], [-0.5344, -0.5549, 2.0926], [0.3329, 0.3954, -1.9278], [1.6510, -1.4418, 2.4306], [2.6676, -0.3742, -1.6818], [-1.7872, 1.5474, 0.1996], [-2.2849, 0.2997, -1.0247], [-2.2486, -0.2786, 0.5812]],
  "gap_ha": [0.2894, 0.2265],
  "homo_energy_ev": [-7.5, -9.7],
  "multiplicity": 3
}

---

No. 3
{
  "formula": "C49H56EuNP4S2",
  "method": "ωB97M-V/def2-TZVPD",
  "species": ["Eu", "C", "C", "C", "P", "C", "C", "C", "C", "C", "C", "C", "C", "C", "N", "C", "C", "C", "C", "C", "C", "P", "C", "C", "C", "C", "C", "C", "H", "H", "H", "H", "H", "H", "H", "H", "H", "H", "H", "H", "H", "H", "H", "H", "H", "H", "H", "H", "H", "H", "H", "H", "H", "H", "H", "H", "H", "H", "H", "H", "H", "H", "H", "H", "S", "P", "C", "P", "S", "C", "C", "C", "C", "C", "C", "C", "C", "C", "C", "C", "C", "C", "C", "C", "C", "C", "C", "C", "C", "C", "C", "C", "C", "H", "H", "H", "H", "H", "H", "H", "H", "H", "H", "H", "H", "H", "H", "H", "H", "H", "H", "H", "H"],
  "positions_angstrom": [[0.2143, -0.0595, -0.7015], [-1.5190, 2.2301, -3.8311], [-2.0831, 0.8735, -4.2589], [-3.5967, 0.8810, -4.4111], [-1.4793, -0.5817, -3.2732], [-1.0593, -1.9461, -4.4937], [-0.7959, -3.2532, -3.7024], [0.2527, -1.5307, -5.1037], [-3.0136, -1.2250, -2.4762], [-3.9503, -2.0994, -3.0645], [-5.1885, -2.3703, -2.5747], [-5.4365, -2.0094, -1.2707], [-4.5196, -1.2865, -0.5502], [-3.3028, -0.8511, -1.1192], [-2.3760, -0.1520, -0.3437], [-2.4153, -0.4393, 1.0587], [-3.0622, 0.4786, 1.9262], [-3.1833, 0.1610, 3.2925], [-2.6370, -1.0014, 3.8258], [-1.9617, -1.8548, 2.9583], [-1.8565, -1.6208, 1.5597], [-0.9011, -2.7418, 0.4933], [0.2520, -3.7943, 1.6545], [-0.3498, -4.8205, 2.5984], [1.1760, -2.8831, 2.4278], [-2.1027, -4.0262, -0.0685], [-1.4099, -5.2109, -0.8046], [-3.1764, -4.4398, 0.9277], [-1.5874, 2.8239, -4.7336], [-0.4610, 2.1431, -3.6509], [-2.0995, 2.6505, -2.9849], [-1.7192, 0.7582, -5.3200], [-4.0705, 1.1082, -3.4450], [-4.0860, -0.0052, -4.6762], [-3.8475, 1.6727, -5.1164], [-1.7954, -2.1584, -5.2328], [-0.4499, -2.9657, -2.7149], [-0.0908, -3.8198, -4.2392], [-1.7721, -3.8045, -3.5886], [1.0306, -1.5061, -4.3957], [0.2841, -0.5374, -5.5890], [0.5325, -2.2433, -5.8758], [-3.7639, -2.4496, -4.0723], [-5.9765, -2.8731, -3.1255], [-6.3784, -2.3397, -0.8849], [-4.8484, -0.9375, 0.4187], [-3.2960, 1.5359, 1.6424], [-3.7154, 0.8090, 3.9535], [-2.6670, -1.2615, 4.8754], [-1.5072, -2.7353, 3.4046], [0.8531, -4.3251, 0.9479], [-0.6801, -4.3503, 3.5348], [0.3852, -5.6505, 2.7847], [-1.1234, -5.4526, 2.1952], [0.6974, -2.1427, 3.1305], [1.6860, -2.1869, 1.7849], [1.8800, -3.4198, 3.0309], [-2.6046, -3.5380, -0.9262], [-0.7036, -5.8240, -0.2709], [-0.8150, -4.8090, -1.7236], [-2.1899, -5.8395, -1.2543], [-3.5351, -5.3989, 0.6763], [-4.0544, -3.7568, 0.9284], [-2.8737, -4.3915, 1.9626], [1.9517, 1.2813, -2.5542], [2.8516, 1.5518, -0.6949], [1.9303, 0.8977, 0.5929], [0.6023, 1.4177, 1.5741], [-2.0902, 1.5197, -0.8727], [0.9188, 0.9782, 3.2605], [-0.0764, 1.1756, 4.2426], [0.2434, 0.7749, 5.5289], [1.4558, 0.1870, 5.8771], [2.4224, -0.0165, 4.9357], [2.1441, 0.4395, 3.6345], [0.4422, 3.2356, 1.8127], [-0.5758, 3.9034, 1.2373], [-0.6902, 5.2190, 1.4607], [0.2147, 5.9534, 2.1783], [1.3013, 5.2422, 2.7163], [1.3721, 3.8715, 2.6221], [3.1919, 3.3623, -0.6088], [2.2959, 4.2897, -1.2228], [2.4982, 5.6201, -1.0682], [3.5846, 6.0528, -0.2853], [4.4372, 5.1560, 0.3275], [4.1665, 3.8369, 0.1617], [4.5007, 0.8371, -0.7516], [5.3563, 1.4932, -1.6201], [6.6509, 0.9512, -1.7871], [7.0128, -0.1128, -0.9901], [6.1183, -0.7632, -0.1384], [4.8546, -0.2649, -0.0530], [-0.9650, 1.7296, 3.9667], [-0.5086, 0.9473, 6.2497], [1.6508, -0.0486, 6.9285], [3.3740, -0.4600, 5.1369], [2.8120, 0.2907, 2.7886], [-1.2409, 3.3493, 0.6495], [-1.5268, 5.7586, 1.0547], [0.0292, 7.0738, 2.1859], [2.0455, 5.8475, 3.1042], [2.1184, 3.2718, 3.0478], [1.4213, 4.0255, -1.7315], [1.7889, 6.3381, -1.3865], [3.7877, 7.1278, -0.2582], [5.2433, 5.5951, 0.9006], [4.8638, 3.1523, 0.7301], [4.9819, 2.3573, -2.2622], [7.3964, 1.2857, -2.4893], [8.0370, -0.4969, -1.1245], [6.3744, -1.6935, 0.2982], [4.0751, -0.7467, 0.5700]],
  "gap_ha": [0.2399, 0.2588],
  "homo_energy_ev": [-6.9, -6.6],
  "multiplicity": 7
}